The following is a DFT calculation (wB97M-V/def2-TZVPD) of a molecular structure, C34H44BF5GaO16 at a distorted geometry.

Each line ends with the Mulliken charge.
Geometry (Å):
Ga: 4.114 -0.515 0.157  -0.094
F: 1.084 -1.575 -7.049  -0.261
F: 2.163 -1.220 -3.547  -0.432
F: -6.245 0.782 -0.249  -0.310
F: -6.482 -3.428 -1.642  -0.304
F: -4.980 3.442 1.612  -0.190
O: -3.041 6.739 -0.643  -0.473
O: -1.650 1.908 -6.762  -0.515
O: -8.274 -7.457 -2.183  -0.491
O: 3.537 -2.094 1.063  -0.273
O: 3.932 -3.724 -0.670  -0.649
O: -8.788 -5.824 -0.720  -0.335
O: -8.874 -1.768 2.252  -0.526
O: -7.730 -0.141 1.176  -0.331
O: 0.594 1.805 -6.611  -0.319
O: 2.150 1.644 -0.040  -0.493
O: 1.733 -3.468 0.283  -0.631
O: -7.239 -5.451 -2.301  -0.311
O: -5.196 6.432 -0.072  -0.369
O: -0.571 -0.045 -7.114  -0.314
O: -3.635 4.987 0.662  -0.177
O: -6.902 -2.231 1.265  -0.323
C: 0.780 -0.316 -7.440  0.292
C: 1.526 0.717 -6.634  -0.142
C: -4.795 4.776 1.445  0.183
C: -3.873 6.116 -0.079  0.545
C: -0.034 5.040 -1.040  -1.308
C: -7.931 -1.416 1.626  0.677
C: -1.724 1.961 1.364  -0.741
C: -0.642 1.288 -6.819  0.655
C: 2.287 -0.629 -2.250  0.479
C: 8.156 -2.058 4.048  -0.270
C: -1.085 0.739 1.387  0.087
C: -7.604 -4.188 -1.787  0.309
C: 0.227 2.986 0.418  0.330
C: 0.197 0.664 0.908  0.762
C: -6.043 -1.472 0.405  -0.285
C: 7.664 -3.691 5.726  -0.326
C: 0.917 4.243 -0.101  0.188
C: -1.728 -0.531 1.926  -1.152
C: -1.076 3.072 0.883  -0.134
C: 6.967 -2.136 1.790  -0.015
C: 6.670 -0.623 1.778  -0.653
C: 7.251 -2.652 3.193  0.284
C: 6.570 -3.777 3.630  -0.256
C: -8.219 -4.538 -0.453  -0.272
C: 0.884 1.770 0.432  -0.375
C: 3.102 1.109 0.932  -0.683
C: 3.750 -0.531 -1.858  -1.023
C: -5.886 5.377 0.596  -0.403
C: -6.363 -0.064 0.803  0.351
C: 6.771 -4.315 4.880  -0.659
C: 6.129 -0.224 0.383  -0.906
C: 1.171 5.147 1.145  -1.374
C: 8.347 -2.576 5.311  -0.616
C: -8.117 -6.358 -1.772  0.564
B: 3.108 -3.062 0.259  0.397
H: 6.613 -0.885 -0.354  0.342
H: 1.818 5.998 0.904  0.405
H: -0.815 5.498 -0.436  0.153
H: 7.840 -4.109 6.715  0.332
H: -1.584 4.036 0.890  0.291
H: 4.120 0.430 -2.240  0.485
H: 0.533 5.813 -1.566  0.426
H: -1.625 -0.504 3.018  0.317
H: 1.567 4.565 1.983  0.365
H: 6.419 0.799 0.109  0.468
H: 1.658 -1.183 -1.544  -0.128
H: -2.745 2.040 1.734  0.329
H: -0.488 4.322 -1.731  0.367
H: -2.774 -0.597 1.615  -0.051
H: 1.875 4.039 -0.580  0.511
H: 6.016 -0.351 2.613  0.410
H: -6.714 5.765 1.185  0.288
H: 2.634 0.785 1.870  0.448
H: 7.771 -2.388 1.090  0.313
H: -6.294 -1.679 -0.628  0.220
H: -8.284 -3.694 -2.483  0.279
H: 3.792 1.927 1.189  0.255
H: 8.717 -1.187 3.720  0.319
H: 1.384 -3.260 -0.592  0.305
H: 1.722 0.379 -5.614  0.081
H: -7.472 -4.625 0.335  0.259
H: 1.896 0.387 -2.357  0.004
H: -5.777 0.312 1.644  0.299
H: 4.349 -1.338 -2.295  0.488
H: 7.632 -0.098 1.914  0.255
H: -1.137 -1.388 1.594  0.341
H: 0.707 -0.301 0.897  0.515
H: 3.753 -4.669 -0.640  0.256
H: -8.983 -3.831 -0.138  0.252
H: 5.855 -4.230 2.946  0.313
H: 0.204 5.551 1.473  0.259
H: 6.226 -5.210 5.163  0.375
H: 9.048 -2.107 5.998  0.351
H: 6.046 -2.634 1.463  -0.175
H: 2.465 1.014 -7.096  0.266
H: 0.917 -0.232 -8.521  0.239
H: -4.667 5.250 2.420  0.242
H: -4.997 -1.723 0.568  0.255
H: -6.272 4.668 -0.138  0.282

Output
2S+1 ... 1
Charge ... -1

The following is a DFT calculation (wB97M-V/def2-TZVPD) of 9 unconnected molecules or ions with the total composition C16H50O17 at a distorted geometry.

Each line ends with the Mulliken charge.
Geometry (Å):
O: 3.625 2.519 3.697  -0.605
O: -1.991 -4.494 -0.218  -0.504
O: -5.090 -0.598 -3.474  -0.607
O: -0.994 -1.599 -2.264  -0.432
O: -4.998 -2.892 1.609  -0.575
O: -0.160 0.417 -0.427  2.439
O: 2.305 1.827 0.483  -0.009
O: 5.051 0.408 -4.035  -0.569
O: -1.900 1.011 -2.675  -0.391
O: -0.874 5.337 2.037  -0.568
O: 4.702 -1.870 1.593  -0.598
O: -2.823 -0.235 0.550  -0.283
O: -1.093 -2.801 4.315  -0.529
O: 2.056 -1.151 -0.604  -0.533
O: 0.154 3.125 -0.744  -0.520
O: 0.116 0.045 2.447  -0.574
O: 1.807 1.168 -2.728  -0.604
C: -0.488 3.436 0.501  0.166
C: -4.473 -1.996 0.668  -0.334
C: 2.629 2.630 2.765  -0.003
C: -0.061 -1.329 2.656  0.481
C: 3.674 0.553 -4.168  -0.510
C: 3.238 2.011 1.520  -0.476
C: -0.098 4.899 0.958  -0.405
C: 4.085 -1.391 0.453  -0.567
C: -3.321 -1.208 1.345  -0.428
C: 3.214 1.169 -2.837  0.861
C: -1.856 -3.701 -1.316  -0.886
C: -3.967 -0.338 -2.573  0.771
C: -0.973 -2.461 -1.148  1.084
C: -2.904 0.394 -3.438  -0.523
C: -0.900 -1.433 3.949  -0.765
C: 2.639 -1.389 0.629  0.603
H: -3.686 -0.749 2.262  0.640
H: -1.571 3.250 0.448  0.340
H: 0.022 1.352 -0.433  -0.379
H: 0.937 -1.804 2.816  0.168
H: -0.445 -0.889 4.739  0.577
H: -3.316 1.306 -3.850  0.368
H: -4.256 0.247 -1.733  0.095
H: 4.387 -2.138 -0.327  0.359
H: 2.257 -0.543 1.217  -0.307
H: 3.633 2.199 -2.786  0.167
H: 0.169 0.335 1.522  0.145
H: -0.053 3.856 -1.327  0.291
H: -5.517 -3.557 1.180  0.322
H: 0.964 4.823 1.318  0.121
H: 3.822 1.091 1.735  0.158
H: 3.223 -0.368 -4.403  0.322
H: 2.498 3.720 2.647  0.093
H: 2.032 2.708 0.183  0.112
H: 5.328 -0.317 -3.392  0.310
H: 1.272 -0.595 -0.518  -0.375
H: 1.744 2.101 3.171  0.140
H: -2.507 -1.955 1.490  0.081
H: 3.608 0.601 -1.972  -0.596
H: 2.272 -2.336 0.990  0.352
H: -0.319 5.290 2.844  0.365
H: -1.101 0.270 -0.384  -0.550
H: -5.180 -1.225 0.489  0.329
H: -3.154 0.626 0.802  0.158
H: -1.331 0.307 -2.432  0.022
H: -1.182 -1.885 -0.209  -1.292
H: -2.799 -4.936 -0.350  0.355
H: 1.440 1.127 -1.821  0.106
H: -2.579 -0.163 -4.263  0.243
H: -4.101 -2.559 -0.213  0.040
H: 4.393 -0.352 0.156  0.118
H: 0.101 -2.833 -1.112  0.430
H: -0.193 5.517 0.134  0.367
H: -0.402 -1.805 1.816  -0.165
H: 3.791 1.622 3.960  0.341
H: -1.350 -4.233 -2.168  0.364
H: -1.915 -0.996 3.800  0.114
H: -0.169 2.767 1.267  -0.219
H: -2.808 -3.421 -1.685  0.438
H: -0.819 -2.099 -3.065  0.221
H: 4.287 -1.443 2.339  0.304
H: -3.557 -1.291 -2.218  -0.497
H: 4.046 2.663 1.357  0.349
H: -5.030 -1.553 -3.686  0.358
H: -0.667 -3.017 5.146  0.312
H: 3.476 1.243 -5.000  0.284

Output
2S+1 ... 1
Energy above the lowest of the compared OMol25 structures with the same formula, charge and spin ... 96.1 kcal/mol
Charge ... 0
SMILES string ... OCCO.OCCO.OCCO.OCCO.OCCO.OCCO.OCCO.OCCO.O

The following is a DFT calculation (wB97M-V/def2-TZVPD) of 2 unconnected molecules or ions with the total composition C5H11NO2 at a distorted geometry.

Each line ends with the Mulliken charge.
Geometry (Å):
O: 0.981 0.360 0.619  -0.192
O: 1.111 -0.184 1.948  -0.396
N: -2.303 0.569 1.391  -0.732
C: 1.510 -2.033 -0.153  -1.326
C: 0.752 -0.355 -1.785  -0.774
C: -1.220 2.145 -0.116  -0.924
C: -1.514 0.783 0.419  0.415
C: 0.789 -0.771 -0.511  0.833
H: 2.113 -1.940 0.754  0.352
H: 0.843 -2.898 -0.110  0.279
H: -0.952 -0.142 -0.104  0.247
H: -2.495 -0.420 1.561  0.265
H: 1.052 -1.004 -2.600  0.321
H: -0.921 2.091 -1.163  0.251
H: -2.079 2.812 -0.017  0.380
H: 2.284 -2.268 -0.890  0.353
H: 0.315 0.192 2.362  0.338
H: 0.138 0.487 -2.077  0.106
H: -0.405 2.576 0.470  0.204

Output
2S+1 ... 1
Energy above the lowest of the compared OMol25 structures with the same formula, charge and spin ... 154.1 kcal/mol
Charge ... 0
SMILES string ... [H]/N=C/C.C=C(C)OO

The following is a DFT calculation (wB97M-V/def2-TZVPD) of 5 unconnected molecules or ions with the total composition C15H40O5 at a distorted geometry.

Each line ends with the Mulliken charge.
Geometry (Å):
O: 2.855 -8.379 -0.474  -0.537
O: 2.076 -0.255 0.993  -0.555
O: 5.220 3.116 4.127  -0.527
O: -5.580 -0.987 -5.463  -0.537
O: -7.497 4.068 1.623  -0.552
C: 3.779 -8.054 -2.739  -1.173
C: -6.598 3.137 2.151  0.541
C: 2.124 0.759 0.015  0.635
C: 2.202 -6.302 -1.465  -1.112
C: 1.528 1.987 0.586  -1.149
C: -6.369 2.002 1.169  -1.139
C: 1.579 0.281 -1.332  -1.226
C: -4.083 0.148 -3.991  -1.252
C: 3.333 -7.405 -1.387  0.340
C: -5.282 3.814 2.471  -1.480
C: -4.799 -1.216 -4.335  0.515
C: 6.885 4.494 4.998  -1.515
C: 4.570 5.380 4.305  -1.238
C: 5.689 4.414 4.006  0.697
C: -3.795 -2.417 -4.735  -1.212
H: 4.135 -6.769 -1.013  0.258
H: -3.565 0.543 -4.865  0.340
H: -4.870 4.352 1.618  0.370
H: 1.883 1.006 -2.087  0.346
H: 6.556 4.211 5.998  0.389
H: 0.490 2.025 0.917  0.306
H: 1.296 -6.874 -1.666  0.266
H: 1.606 2.784 -0.153  0.325
H: 7.268 5.514 5.043  0.362
H: 2.085 -5.678 -0.578  0.301
H: 7.711 3.814 4.789  0.391
H: 2.957 -8.651 -3.135  0.332
H: 3.140 1.115 -0.158  0.123
H: 0.527 0.027 -1.207  0.285
H: 4.040 5.142 5.227  0.336
H: 3.948 -7.307 -3.515  0.329
H: -5.331 -1.538 -3.439  0.189
H: -4.738 0.915 -3.577  0.301
H: -2.982 -2.431 -4.010  0.317
H: -7.085 1.949 0.349  0.357
H: -6.331 1.058 1.713  0.293
H: -5.414 2.086 0.651  0.292
H: 2.051 2.168 1.525  0.237
H: 6.166 4.526 3.032  0.165
H: 1.967 -0.651 -1.743  0.337
H: 2.436 -5.506 -2.172  0.348
H: 5.970 2.555 4.342  0.291
H: -6.972 2.814 3.123  0.289
H: 2.284 -8.999 -0.934  0.343
H: -3.234 0.078 -3.310  0.344
H: -4.212 -3.424 -4.763  0.350
H: 4.938 6.386 4.509  0.356
H: -5.508 4.514 3.276  0.329
H: 3.895 5.436 3.451  0.292
H: -3.279 -2.250 -5.681  0.329
H: 4.643 -8.713 -2.651  0.303
H: 2.647 0.038 1.707  0.335
H: -4.431 3.180 2.722  0.378
H: -8.362 3.694 1.806  0.323
H: -6.162 -1.724 -5.662  0.317

Output
2S+1 ... 1
Energy above the lowest of the compared OMol25 structures with the same formula, charge and spin ... 70.1 kcal/mol
Charge ... 0
SMILES string ... CC(C)O.CC(C)O.CC(C)O.CC(C)O.CC(C)O

no.,highest occupied orbital energy (eV),total energy (a.u.),frontier orbital gap (eV)
1,-5.05,-4975.03483,6.707
2,-9.37,-1918.45808,9.563
3,-9.19,-402.13255,9.518
4,-10.00,-971.60407,10.616